C74H63IrN4OP2S | wB97M-V/def2-TZVPD

Last column: Löwdin charge in e.
Element x y z (Å)
Ir (-0.03150, -0.19142, -0.63198)  0.552
S (-0.12729, 0.73658, 1.72164)  0.790
P (-0.48809, -2.25335, 0.91606)  1.056
P (-1.22079, 1.92153, -0.85954)  1.014
O (-1.57517, 1.00855, 1.80335)  -0.508
N (7.18529, -0.00946, 0.77156)  0.188
N (1.33205, 0.84631, -2.49390)  0.012
N (6.52406, -1.78933, 1.96296)  0.172
N (2.11580, 0.17364, 0.30343)  -0.070
C (-3.60240, -2.01824, -3.04719)  -0.615
C (0.30117, 7.06256, 1.71759)  -0.101
C (10.11006, -2.64463, 1.95605)  -0.095
C (3.35439, -1.26056, -4.79102)  -0.067
C (10.51157, -1.55036, 1.19106)  -0.098
C (0.30911, 4.71485, 1.51466)  -0.088
C (-0.12429, -3.95718, 4.62293)  -0.004
C (-0.22537, -2.36352, 2.74457)  -0.253
C (8.78158, -2.84395, 2.28356)  -0.025
C (-0.45957, 5.85582, 1.24605)  -0.148
C (-4.70793, 2.37139, -3.00690)  -0.098
C (3.08785, 1.10565, 0.12287)  -0.173
C (1.69513, 2.95824, -3.61778)  -0.019
C (-4.29616, -3.41212, 1.67183)  -0.082
C (3.01386, -0.48257, -3.69360)  -0.212
C (1.38712, 4.27311, -3.90765)  -0.068
C (1.73320, 0.09062, -3.63486)  -0.185
C (0.66621, 2.37051, 1.73555)  -0.289
C (1.43981, -3.01762, -0.92735)  -0.128
C (1.61702, 6.49976, 2.32444)  -0.101
C (2.43456, -3.78066, -1.50402)  -0.067
C (0.73614, -3.45338, 0.19516)  -0.346
C (0.48542, 0.99544, 4.39720)  -0.058
C (-4.47278, -4.53577, 0.87567)  -0.092
C (9.61527, -0.60463, 0.73811)  -0.013
C (-4.06606, -1.11197, -4.19285)  -0.042
C (-0.08967, 3.41677, 1.17001)  -0.149
C (-5.23159, 1.57227, -0.80843)  -0.090
C (-2.93908, 1.96402, -1.43750)  -0.343
C (2.34525, 3.96570, 2.51007)  -0.006
C (-1.69806, 5.68612, 0.67555)  -0.009
C (0.35019, -2.97007, 5.44764)  -0.151
C (-3.45578, -4.94049, 0.02637)  -0.094
C (1.04595, -4.71312, 0.69827)  -0.088
C (1.20601, -0.89639, -5.76033)  -0.043
C (2.47015, -0.86430, 1.08719)  -0.170
C (4.05152, -0.25967, -2.63083)  -0.032
C (0.25374, 0.09958, 3.37138)  -0.263
C (-3.10320, -2.71769, 1.64110)  -0.085
C (-3.39166, -3.44326, -3.56839)  -0.048
C (-0.53213, 4.09397, -2.49061)  -0.085
C (-1.22158, 3.31104, 0.32243)  -0.273
C (-1.33466, -1.12455, -1.93921)  -0.210
C (1.88110, 2.65051, 2.33864)  -0.102
C (-5.64856, 1.99578, -2.06244)  -0.092
C (-0.43309, -3.62474, 3.30342)  -0.080
C (-3.35532, 2.34844, -2.70597)  -0.087
C (4.78752, -0.26717, 1.14062)  -0.115
C (0.97370, -1.49827, 7.25529)  -0.104
C (6.14679, -0.63167, 1.30187)  -0.271
C (-2.04711, 4.42124, 0.18330)  -0.070
C (3.72905, -1.12725, 1.52621)  0.030
C (-0.52731, 0.52621, -4.67574)  -0.034
C (2.03310, -5.48835, 0.11393)  -0.087
C (1.52132, 5.00767, 2.15873)  -0.145
C (2.45700, -1.47882, -5.81832)  -0.087
C (0.77358, 0.59056, 5.70166)  -0.004
C (-2.05815, -3.15976, 0.82937)  -0.359
C (7.87827, -1.89931, 1.83672)  -0.195
C (-2.35597, -1.52501, -2.45928)  -0.150
C (-2.25482, -4.25395, -0.00524)  -0.091
C (0.43509, -1.65983, 4.94838)  -0.083
C (0.75066, -2.98427, 6.89391)  -0.103
C (8.27345, -0.76802, 1.07402)  -0.232
C (-3.88580, 1.55884, -0.49606)  -0.087
C (-0.22282, 2.77300, -2.16317)  -0.253
C (4.38671, 0.93325, 0.50493)  0.001
C (0.83243, -0.09671, -4.69101)  -0.189
C (-4.67043, -2.00724, -1.94673)  -0.029
C (0.25432, 4.83745, -3.34519)  -0.073
C (0.17441, -1.29650, 3.60686)  -0.137
C (0.91047, 2.19651, -2.75368)  -0.263
C (0.76858, -0.75277, 5.96973)  -0.154
C (2.74173, -5.02439, -0.97926)  -0.084
H (2.11928, 0.87019, -1.84875)  0.050
H (1.97191, -1.32137, 7.65786)  0.118
H (-5.96326, 1.25315, -0.07876)  0.106
H (2.73397, -2.08804, -6.66608)  0.098
H (-4.84617, -0.98797, -1.61208)  0.066
H (-2.37091, 6.51807, 0.53383)  0.113
H (5.91683, -2.43027, 2.44175)  0.150
H (1.68047, -1.54349, 1.36478)  0.039
H (-2.98886, 4.31077, -0.33742)  0.112
H (-1.39930, 4.55512, -2.04420)  0.093
H (3.88683, -2.00873, 2.13147)  0.114
H (-0.27173, 7.62237, 2.45838)  0.117
H (0.97392, 1.32677, 6.46457)  0.115
H (1.66379, -3.56852, 7.02753)  0.120
H (-0.00650, 5.86179, -3.55874)  0.102
H (0.53321, -5.11085, 1.55547)  0.085
H (-1.17283, 0.01774, -5.38604)  0.076
H (2.25096, -6.46661, 0.51719)  0.100
H (-0.27495, -4.96771, 4.97425)  0.116
H (-4.14973, -0.08291, -3.85347)  0.058
H (9.93054, 0.22995, 0.13284)  0.110
H (-4.31089, -3.82922, -4.00686)  0.080
H (5.02012, -0.61095, -2.97831)  0.085
H (3.52049, -5.63065, -1.41650)  0.101
H (-5.03835, 2.68773, -3.98551)  0.104
H (5.12428, 1.69084, 0.29636)  0.122
H (3.31664, 4.12919, 2.95339)  0.114
H (4.16222, 0.79668, -2.38861)  0.078
H (1.71743, 6.76635, 3.37925)  0.117
H (-6.70265, 2.02679, -2.30175)  0.101
H (-5.04295, -1.43996, -4.54581)  0.082
H (1.19427, -2.04402, -1.36153)  0.043
H (-5.09633, -3.07456, 2.31453)  0.103
H (11.55697, -1.44908, 0.94284)  0.099
H (0.25728, -1.15919, 8.00497)  0.121
H (-0.48046, 1.58042, -4.95081)  0.087
H (-2.61318, -3.45374, -4.32823)  0.083
H (-0.89715, -4.38674, 2.69315)  0.098
H (-3.53991, 1.23443, 0.47581)  0.095
H (-2.63281, 2.63134, -3.45587)  0.099
H (3.81832, -0.79614, -1.71138)  0.069
H (-5.40186, -5.08704, 0.91606)  0.102
H (10.84927, -3.35849, 2.28675)  0.100
H (-3.08925, -4.09609, -2.75444)  0.060
H (-5.60510, -2.42071, -2.32187)  0.085
H (2.97059, -3.40268, -2.36167)  0.099
H (4.34345, -1.69500, -4.84791)  0.106
H (-0.96948, 0.44760, -3.68352)  0.037
H (8.46279, -3.70281, 2.85609)  0.108
H (0.50909, 7.74428, 0.88969)  0.118
H (0.42045, 2.05117, 4.18801)  0.110
H (-0.02071, -3.44643, 7.51152)  0.120
H (2.02552, 4.85116, -4.56010)  0.104
H (-3.36573, -1.14491, -5.02321)  0.073
H (-4.34712, -2.59328, -1.09245)  0.056
H (2.47956, 1.83899, 2.72612)  0.112
H (-1.46545, -4.56999, -0.67014)  0.108
H (-3.59897, -5.80178, -0.60960)  0.106
H (2.49596, 6.89146, 1.80720)  0.118
H (-2.96186, -1.83433, 2.25215)  0.112
H (2.77984, 2.02752, -0.35884)  0.129
H (2.57817, 2.51164, -4.05565)  0.122
H (0.50296, -1.05910, -6.56213)  0.108

The largest force on an atom is 2.8 eV Å⁻¹. For the HOMO-LUMO gap (alpha / beta), the calculation gives 4.53 / 4.54 eV. As for the relative energy (zero: lowest compared OMol25 entry of this formula, charge and spin): 136.2 kJ/mol. As for the spin multiplicity: 1. The LUMO energy (alpha / beta) is -0.6723 / -0.6726 eV.